ORCA calculation (ωB97M-V/def2-TZVPD) on a structure of composition C33H31AsBBr4N11O3SSn in a non-equilibrium geometry.

Last column: Löwdin charge in e.
Geometry (Å):
Sn: -0.71359 0.30667 -0.40212  1.406
O: -3.82971 3.33775 0.00039  0.051
C: -3.23913 2.32154 -0.30268  -0.545
N: -2.23785 1.78563 0.42274  -0.092
C: -2.16756 2.42742 1.67505  -0.203
C: -1.05057 1.83236 2.56120  -0.227
C: -0.96712 2.24515 3.93795  0.001
C: -0.09904 1.56324 4.78933  -0.061
C: 0.77791 0.62732 4.23592  -0.085
C: 0.61958 0.25692 2.91420  -0.134
N: -0.28519 0.84266 2.11536  -0.002
C: -3.50588 1.56425 -1.51931  -0.173
C: -4.45500 1.99321 -2.43482  0.010
C: -4.50475 1.30498 -3.64994  -0.050
C: -3.72595 0.17334 -3.88188  -0.031
C: -2.80171 -0.20400 -2.91133  -0.119
N: -2.67668 0.49069 -1.79950  -0.012
H: -1.98802 3.48651 1.59266  0.119
H: -3.07198 2.37321 2.35714  0.146
H: -1.62625 3.00413 4.25571  0.096
H: -0.02481 1.69079 5.83806  0.090
H: 1.41630 0.03158 4.86668  0.098
H: 1.22945 -0.58288 2.52703  0.103
H: -5.03023 2.89121 -2.24864  0.120
H: -5.19409 1.68972 -4.38634  0.101
H: -3.82008 -0.41325 -4.79233  0.107
H: -2.08973 -0.96842 -3.05906  0.062
C: -2.78742 -1.62045 1.62277  -0.099
C: -3.40753 -1.88065 0.36587  -0.181
N: -2.69789 -2.77271 -0.34414  0.075
N: -1.60924 -3.09419 0.38325  -0.040
C: -1.62147 -2.38728 1.56781  -0.124
B: -0.57162 -4.06102 -0.14118  -0.672
N: -0.39368 -3.79458 -1.71107  -0.013
C: -0.04103 -4.72217 -2.61566  -0.093
C: 0.02200 -4.10028 -3.84670  -0.104
C: -0.25218 -2.77799 -3.60141  -0.179
N: -0.55520 -2.58582 -2.28935  0.031
N: 0.76385 -3.98209 0.59952  -0.018
C: 1.22898 -4.83390 1.58125  -0.072
C: 2.31736 -4.19505 2.11615  -0.116
C: 2.42466 -2.93028 1.48862  -0.178
N: 1.49315 -2.83971 0.50305  0.080
N: -1.18596 -5.47521 0.11773  -0.008
C: -2.32533 -5.68450 0.82760  -0.087
C: -2.42849 -7.02983 1.08436  -0.091
C: -1.29990 -7.57757 0.46564  -0.198
N: -0.54819 -6.64339 -0.08170  0.040
H: -3.08012 -0.97940 2.46806  0.097
H: -4.21185 -1.38614 -0.14089  0.088
H: -0.88546 -2.50215 2.35942  0.117
H: 0.07944 -5.74946 -2.25234  0.105
H: 0.27940 -4.55575 -4.79484  0.082
H: -0.23318 -1.88592 -4.18380  0.085
H: 0.72413 -5.78707 1.78949  0.115
H: 2.88674 -4.55096 2.98682  0.085
H: 3.21989 -2.16102 1.54860  0.100
H: -2.98542 -4.95893 1.18089  0.094
H: -3.18735 -7.60541 1.64763  0.094
H: -1.06206 -8.65095 0.47433  0.097
Br: 1.18044 5.66390 -5.43583  0.730
C: 1.39653 4.29522 -4.19977  -0.794
C: 2.70595 3.80704 -4.02593  -0.744
Br: 4.14174 4.56100 -5.00296  0.686
C: 2.97744 2.75196 -3.14909  -0.612
Br: 4.68023 1.90654 -2.97661  0.746
C: 1.96100 2.20522 -2.28707  -0.463
O: 2.13573 1.33505 -1.45576  -0.037
C: 0.58986 2.76721 -2.46380  -0.362
O: -0.37385 2.24682 -1.82434  -0.192
C: 0.38596 3.83641 -3.40558  -0.591
Br: -1.35340 4.67974 -3.39221  0.728
C: 4.50614 5.85325 2.18078  -0.275
As: 3.43345 4.35460 1.62094  0.498
C: 3.57578 3.30180 3.21385  -0.290
C: 4.51213 3.47986 0.30342  -0.274
S: 1.57565 4.80936 1.02284  0.082
H: 5.57024 5.60295 2.07976  0.033
H: 4.26898 6.17220 3.20144  0.036
H: 4.30501 6.65916 1.47684  0.026
H: 4.65524 3.12867 3.42230  0.040
H: 3.13269 2.30345 3.15368  0.014
H: 3.07683 3.82957 4.08516  0.055
H: 5.58011 3.36269 0.48981  0.046
H: 4.40426 4.20407 -0.44281  -0.006
H: 3.96854 2.57236 -0.06631  0.031

The expectation value of S² is 0.769. Its multiplicity is 2. The HOMO energy (spin up / spin down) comes out at -5.118 / -6.031 eV. As for the charge: -1. As for the total energy: -15273.5026 hartree. The value obtained for the frontier orbital gap (spin up / spin down) is 0.26257 / 0.25146 hartree.